(1)
{"formula": "C16H38B2Be2Cl4F8N2O16S3", "method": "ωB97M-V with the def2-TZVPD basis set", "e_tot_ev": -159443.422, "total_charge": 0, "multiplicity": 1, "symbols": ["Be", "Be", "B", "F", "F", "F", "F", "B", "F", "F", "F", "F", "C", "O", "O", "O", "O", "S", "O", "O", "C", "C", "C", "H", "H", "H", "H", "H", "H", "H", "H", "O", "S", "O", "O", "C", "C", "C", "H", "H", "H", "H", "H", "H", "H", "H", "O", "S", "O", "O", "C", "C", "C", "H", "H", "H", "H", "H", "H", "H", "H", "Cl", "C", "C", "Cl", "H", "H", "H", "H", "Cl", "C", "C", "Cl", "H", "H", "H", "H", "C", "N", "O", "O", "H", "H", "H", "C", "N", "O", "O", "H", "H", "H"], "coordinates": [[-0.0043, 1.8923, -1.8696], [-0.0035, 2.3904, 1.0622], [-1.0692, 0.0348, -0.6080], [0.3401, 0.3208, -1.6406], [-0.5918, 1.1739, 0.5418], [-2.1626, 0.5590, -1.1886], [-1.0603, -1.2216, -0.1092], [3.1079, 1.2331, 6.0901], [3.5669, 0.2304, 6.7454], [1.3662, 1.8876, 2.0321], [1.8866, 1.6196, 6.4074], [3.8714, 1.9590, 5.3614], [2.9489, 5.9698, 6.4798], [3.1968, 5.6599, 7.6370], [0.1599, 3.3671, -1.8522], [2.5286, 6.2786, 5.3334], [-0.9020, 1.9415, -3.5828], [-0.7440, 0.8258, -4.5615], [0.0274, -0.3573, -4.3662], [-2.2203, 0.6395, -5.0824], [-2.2520, -0.7387, -5.7304], [-3.6694, -1.2891, -5.7547], [0.0051, 1.8440, -5.8590], [-1.5659, -1.3603, -5.1707], [-1.8106, -0.6590, -6.7329], [-3.8376, -1.5986, -4.7497], [-3.7426, -2.1430, -6.4365], [-4.4227, -0.5652, -6.0265], [-0.8149, 1.9897, -6.5753], [0.9863, 1.5530, -6.2907], [0.1707, 2.7750, -5.3166], [-1.1363, 3.5302, 1.1883], [-2.3347, 4.5154, 1.1831], [-2.7038, 5.1361, -0.0596], [-3.4062, 3.6257, 2.0322], [-4.7205, 3.6059, 1.3803], [-5.8172, 3.6238, 2.5067], [-1.9343, 5.9685, 2.2353], [-4.7591, 2.6761, 0.7657], [-4.9038, 4.4496, 0.7443], [-5.5316, 4.2714, 3.3507], [-6.0327, 2.6303, 2.9242], [-6.7373, 4.0912, 2.2025], [-1.6142, 5.6770, 3.2090], [-2.8971, 6.4449, 2.2024], [-1.2274, 6.5222, 1.6346], [4.3069, -2.4959, 0.5454], [4.8446, -1.1512, 0.6296], [3.9157, -0.1175, 0.3243], [5.5335, -1.0290, 2.1056], [4.7561, -0.1868, 3.0158], [5.6050, 1.0453, 3.3122], [6.2507, -1.0648, -0.4215], [4.6636, -0.7871, 3.9046], [3.7731, -0.0400, 2.6447], [6.5932, 0.9178, 2.9185], [5.7933, 1.1857, 4.3740], [5.1985, 1.9175, 2.8576], [6.9017, -0.2522, -0.0919], [5.9934, -0.9412, -1.4833], [6.7272, -2.0411, -0.2971], [-1.9348, -5.6157, -4.2627], [-1.6528, -4.4500, -3.0003], [-2.7019, -4.5307, -1.9483], [-4.3777, -4.6650, -2.6600], [-1.5472, -3.4526, -3.4580], [-0.6622, -4.6230, -2.5799], [-2.7389, -3.6170, -1.3539], [-2.5502, -5.4110, -1.2992], [3.9148, -1.7634, -4.1952], [2.6442, -2.4722, -3.1009], [3.1549, -3.7154, -2.4245], [3.0814, -5.1307, -3.5509], [1.7108, -2.6897, -3.6721], [2.4527, -1.6776, -2.3629], [2.4884, -3.9682, -1.6311], [4.1866, -3.6898, -2.0873], [-4.6389, -2.3063, 3.0216], [-3.8368, -1.4130, 2.1105], [-4.1395, -0.2155, 2.1341], [-3.0226, -1.9178, 1.3586], [-5.5626, -2.4444, 2.4762], [-4.7135, -1.7743, 3.9694], [-4.0572, -3.2058, 3.1252], [1.3873, -2.8978, 2.1327], [0.2624, -3.9098, 2.2735], [-0.4926, -3.7199, 3.1906], [0.1142, -4.7506, 1.4303], [0.8509, -2.0684, 1.6936], [2.2536, -3.1740, 1.5068], [1.7380, -2.6697, 3.1391]], "atomic_forces_ev_per_a": [[0.77, 3.86, -1.74], [3.03, 0.70, 1.52], [0.95, 0.08, 0.40], [-2.83, 0.27, 1.84], [-1.44, -3.40, -1.91], [1.38, -0.57, 0.42], [0.69, 2.14, -0.97], [-1.55, 0.95, 1.30], [0.95, -1.91, 0.54], [-2.80, 1.42, -1.73], [-0.38, 0.17, -0.48], [0.72, 0.92, -1.20], [-2.22, 0.29, -1.14], [-0.80, 1.57, -5.89], [0.06, -3.32, 2.08], [3.01, -1.87, 7.02], [-0.06, -3.59, 0.18], [1.17, 5.44, -0.30], [-0.48, -0.43, 0.75], [0.55, -2.89, -0.36], [-0.63, 0.39, -1.05], [0.84, 0.27, -0.03], [0.01, 0.01, -0.31], [-0.37, -0.24, 0.11], [-0.21, 0.37, 0.12], [-0.69, -0.51, 0.71], [0.15, 0.12, 0.22], [-0.03, 0.33, -0.19], [0.63, 0.02, -0.16], [-0.97, -0.45, 0.24], [-0.06, -0.01, -0.19], [-2.72, 2.83, 0.38], [4.13, -1.74, 0.65], [-0.49, -1.55, 1.13], [0.50, 1.86, -1.99], [-1.89, -1.42, 1.20], [1.02, -0.18, 0.29], [-0.70, -1.64, -1.28], [0.00, 0.71, 0.53], [0.47, 0.51, -0.33], [0.43, -0.27, -0.28], [0.16, 0.28, -0.28], [-0.41, -0.13, -0.72], [0.27, -0.13, 0.59], [-0.32, 0.53, 0.37], [0.31, 0.04, 0.05], [0.53, 0.43, 0.07], [-0.50, -1.88, 0.00], [0.18, 0.87, 0.44], [-1.17, 0.28, -1.79], [1.76, -0.22, 0.93], [-0.07, -0.38, 0.33], [0.70, -0.24, 0.05], [0.00, -0.36, 0.39], [-0.75, 0.61, -0.55], [0.51, -0.32, -0.53], [-0.42, 0.13, -0.02], [-0.39, 0.82, -0.12], [-0.09, -0.14, -0.07], [-0.40, 0.03, 0.53], [0.22, 0.27, 0.00], [0.31, -0.65, -0.79], [0.88, 1.09, -0.30], [-0.96, -0.19, 0.70], [0.45, 0.18, 0.40], [-0.52, -0.31, 0.08], [-0.09, -0.31, 0.23], [0.20, -0.19, 0.09], [-0.21, 0.46, -0.36], [-0.54, -0.29, 0.15], [0.00, 0.53, -0.12], [0.09, -0.45, -0.88], [0.00, 0.14, 0.03], [0.89, 0.32, 0.28], [-0.02, -0.37, -0.21], [-0.30, -0.14, 0.74], [-0.15, 0.36, 0.13], [1.05, 0.61, -0.24], [-0.33, 0.76, -0.40], [0.52, -1.10, -0.06], [-0.71, 0.37, 0.73], [-0.29, -0.13, 0.30], [-0.38, -0.11, -0.22], [-0.06, -0.41, 0.00], [0.21, -0.24, 0.12], [0.95, 0.79, -0.29], [-0.44, 0.09, 0.84], [0.16, -0.71, -0.76], [0.18, 0.47, -0.01], [-0.84, -0.40, 0.13], [-0.28, 0.09, -0.11]]}

(2)
{"formula": "C19H22ClN3O3", "method": "ωB97M-V with the def2-TZVPD basis set", "e_tot_ev": -43195.775, "relative_energy_kj_mol": 81.1, "total_charge": 0, "smiles": "CCc1cc(CNC(=O)[C@H]2CCC(=O)N(Cc3ccc(Cl)cc3)C2)on1", "multiplicity": 1, "symbols": ["C", "H", "H", "H", "C", "C", "N", "O", "C", "C", "H", "C", "N", "C", "O", "C", "C", "N", "C", "O", "C", "C", "H", "H", "H", "H", "C", "C", "C", "C", "C", "C", "C", "H", "H", "Cl", "H", "H", "H", "H", "H", "H", "H", "H", "H", "H", "H", "H"], "coordinates": [[-1.4268, 3.5418, -1.3577], [-2.1595, 4.2043, -1.8109], [-1.9232, 2.6152, -1.0774], [-0.6615, 3.3140, -2.0964], [-0.8060, 4.2080, -0.1280], [0.2092, 3.3137, 0.4869], [-0.0131, 2.6788, 1.6075], [1.0728, 1.9049, 1.8657], [1.9756, 2.0719, 0.8798], [1.4835, 2.9581, -0.0315], [1.9493, 3.2923, -0.9332], [3.1768, 1.1839, 0.8657], [2.7970, -0.0999, 0.3003], [2.5796, -0.2073, -1.0350], [2.9194, 0.6441, -1.8266], [1.8446, -1.4762, -1.4541], [0.4099, -1.4159, -0.8861], [0.3512, -1.9003, 0.4720], [0.8526, -3.1267, 0.7681], [0.7677, -3.6281, 1.8705], [1.5771, -3.7619, -0.3995], [2.5617, -2.7620, -1.0084], [3.3272, -2.5290, -0.2656], [3.0670, -3.2190, -1.8596], [2.0984, -4.6494, -0.0413], [0.8443, -4.0722, -1.1480], [-0.4448, -1.1780, 1.4507], [-1.8501, -0.9401, 0.9686], [-2.3943, 0.3377, 0.9714], [-3.6813, 0.5551, 0.5108], [-4.4249, -0.5137, 0.0384], [-3.8996, -1.7967, 0.0332], [-2.6156, -2.0022, 0.5008], [-2.2027, -3.0006, 0.5117], [-4.4924, -2.6220, -0.3285], [-6.0297, -0.2466, -0.5488], [-4.1051, 1.5471, 0.5180], [-1.8162, 1.1714, 1.3449], [0.0282, -0.2222, 1.6940], [-0.4508, -1.8025, 2.3505], [-0.2537, -2.0077, -1.5299], [0.0448, -0.3857, -0.9028], [1.7727, -1.4388, -2.5442], [2.3414, -0.7563, 0.9175], [3.9422, 1.6221, 0.2226], [3.5619, 1.0303, 1.8742], [-1.5777, 4.4220, 0.6118], [-0.3271, 5.1442, -0.4220]], "atomic_forces_ev_per_a": [[0.01, 0.15, 0.11], [-0.08, 0.02, -0.10], [-0.04, -0.09, -0.02], [0.03, -0.05, -0.10], [-0.15, -0.11, -0.05], [0.40, -0.25, 0.27], [-0.98, 0.64, 0.02], [0.83, -0.33, -0.05], [-0.17, 0.57, -0.57], [0.21, -0.41, 0.58], [0.16, 0.02, -0.24], [-0.19, 0.07, -0.07], [0.20, 0.02, 0.49], [-0.20, -0.66, -0.20], [0.11, 0.39, -0.21], [-0.05, 0.25, -0.06], [0.04, -0.02, -0.51], [-0.06, 0.28, 0.21], [0.19, -0.24, -0.21], [0.00, -0.28, 0.28], [0.17, -0.11, 0.12], [-0.07, -0.12, -0.07], [0.01, -0.05, -0.05], [0.06, 0.04, 0.05], [-0.14, 0.04, 0.02], [-0.03, -0.04, -0.03], [-0.06, -0.06, 0.36], [-0.03, 0.06, -0.04], [0.03, -0.14, 0.04], [-0.17, -0.08, -0.07], [0.21, 0.04, 0.09], [-0.06, 0.01, -0.02], [0.02, 0.12, 0.04], [0.05, -0.14, -0.02], [-0.08, -0.05, -0.04], [-0.20, 0.03, -0.08], [-0.08, 0.09, -0.02], [0.07, 0.04, 0.02], [-0.04, -0.08, -0.02], [0.04, 0.17, -0.11], [0.02, 0.15, 0.02], [-0.03, -0.08, -0.02], [0.04, 0.08, 0.15], [-0.01, -0.01, -0.10], [-0.06, -0.01, 0.20], [0.05, 0.04, -0.09], [0.04, 0.09, 0.01], [-0.05, 0.03, 0.09]]}

(3)
{"formula": "C5H19NO4", "method": "ωB97M-V with the def2-TZVPD basis set", "e_tot_ev": -15171.003, "relative_energy_kj_mol": 282.8, "total_charge": 0, "smiles": "C=NCCCC.O.O.O.O", "multiplicity": 1, "symbols": ["C", "C", "C", "C", "C", "N", "H", "H", "H", "H", "H", "H", "H", "H", "H", "H", "H", "H", "H", "O", "H", "H", "O", "H", "H", "O", "H", "H", "O"], "coordinates": [[-2.2561, 1.0303, 1.5629], [-1.6723, -0.3641, 1.2377], [-1.0057, -0.4151, -0.0692], [0.5248, -0.4243, 0.0216], [1.7713, -1.7664, -1.3985], [1.1815, -0.6164, -1.2886], [-2.1809, 1.7214, 0.7686], [-3.2864, 0.8808, 1.8350], [-1.8635, 1.5009, 2.4479], [-1.0886, -0.8099, 2.1379], [-2.5552, -1.0393, 1.3431], [-1.4201, -1.2992, -0.5354], [-1.3397, 0.3460, -0.8017], [0.9660, -1.1704, 0.7344], [0.8010, 0.6268, 0.3998], [2.4606, -1.8892, -2.2028], [1.6972, -2.6788, -0.7337], [-0.6565, -3.1486, 0.2236], [-0.2856, -3.9105, -1.0373], [0.1129, -3.7372, -0.2215], [1.8215, 1.2960, -2.9980], [0.8486, 0.2791, -3.1668], [1.2793, 1.0327, -3.6917], [2.2705, 2.2224, 2.5998], [2.2068, 0.6831, 2.7087], [2.7958, 1.4162, 2.5692], [-1.1661, 3.3001, -0.8228], [0.3095, 3.3697, -1.1950], [-0.2709, 3.5641, -0.4272]], "atomic_forces_ev_per_a": [[-0.09, -1.00, 1.47], [-1.40, -0.04, 3.47], [0.63, -1.02, -1.53], [0.33, 1.08, 0.15], [-0.35, 0.96, 0.64], [0.80, -1.98, 0.93], [0.08, 0.63, -0.96], [-0.66, 0.23, -0.21], [0.65, 0.20, 0.28], [-0.17, 1.09, -1.58], [0.54, 0.23, -0.86], [0.57, -0.73, -0.54], [0.25, 0.10, 0.71], [-0.83, 0.54, -0.30], [-0.09, -1.48, -0.52], [0.10, -0.06, -1.07], [0.06, 1.68, -0.24], [2.81, -2.01, -1.28], [-0.83, -0.68, -2.25], [-2.47, 2.19, 3.76], [1.96, 1.18, 1.76], [0.60, 1.25, -1.23], [-2.49, -2.31, -0.55], [-0.11, -0.18, 0.01], [-0.48, -0.28, 0.10], [0.56, 0.46, -0.13], [1.77, 0.66, 1.02], [-0.25, 0.24, 0.73], [-1.51, -0.95, -1.79]]}